(1)
ORCA calculation (wB97M-V/def2-TZVPD) on an isolated ion of composition C7H9N2O2 and charge -1.

Computed properties:
- Total charge: -1
- Kohn-Sham gap (alpha / beta): 0.240 / 0.240 Eh
- Structure (SMILES): C=C=N/C(C)=C(/[O-])[C@H](C)N=O
- Energy above the lowest of the compared OMol25 structures with the same formula, charge and spin: 561.4 kJ/mol

The geometry in XYZ format:
```
20
C7H9N2O2 wB97M-V/def2-TZVPD
C 1.06391 -0.49672 0.79035
H -1.96301 -1.73638 -1.28342
H 2.30133 -0.63367 2.57986
H -1.38885 -0.04764 -1.72559
C 0.78000 1.00242 -1.05048
C -1.45892 -0.11265 0.47141
C 0.29596 1.60859 -2.09415
C 2.27413 -0.94728 1.53812
H 2.52666 -1.99158 1.45531
H 0.66932 1.20978 -3.17777
H -2.23677 -0.23258 1.14022
O -0.79010 1.93772 1.23646
O -0.47263 -1.84817 1.82669
N 1.34685 0.56441 -0.05021
H 3.11928 -0.42275 1.06001
C -0.18568 -0.89545 1.11594
C -1.94798 -0.59666 -0.90575
H 0.18962 2.64128 -2.09060
N -1.12403 1.26334 0.24086
H -2.99911 -0.26602 -1.07728
```

---

(2)
ORCA calculation (wB97M-V/def2-TZVPD) on one molecule with the formula C3H8N2S2.

Computed properties:
- Total charge: 0
- Kohn-Sham gap: 0.346 Eh
- Structure (SMILES): [H]/N=C(/NS)SCC
- Energy above the lowest of the compared OMol25 structures with the same formula, charge and spin: 319.0 kJ/mol

The geometry in XYZ format:
```
15
C3H8N2S2 wB97M-V/def2-TZVPD
S 2.36271 -1.09749 -0.45991
C 0.80328 1.04527 -0.12141
C -1.89644 -0.63382 0.74869
H 1.80928 0.15970 1.64148
H 3.03100 -0.22335 -1.43944
H -2.12559 0.56793 0.65912
H -1.92360 -0.93323 -1.57811
H -2.57065 -1.33422 1.11751
S -0.34424 0.65746 -1.19941
H -1.04967 -0.67863 1.48687
H 0.98441 2.92659 -0.25491
N 1.43479 -0.08730 0.55574
N 1.43012 2.10373 0.25427
C -1.33268 -0.77731 -0.71608
H -0.61273 -1.69530 -0.69443
```